Below is 10 unconnected molecules or ions with the total composition C28H72FIN2O11PS, with properties calculated with ωB97M-V/def2-TZVPD.

Each line ends with the Mulliken charge.
Atoms and positions in Å:
C: -3.9953 -1.6234 3.5026  -1.609
C: -3.5268 -1.7914 2.0465  1.068
C: -2.4545 -2.8983 1.9439  -1.340
I: -3.4262 -4.6963 1.2523  0.032
C: -1.1719 -2.5422 1.2121  0.113
N: -0.0992 -3.5003 1.5215  0.145
C: -0.1406 -4.7005 1.9752  0.676
C: -0.4577 -5.0906 3.3998  -1.449
C: 0.3316 -5.8588 1.1217  -1.412
N: -1.1178 -2.6546 -0.3063  0.430
S: -2.5006 -2.2832 -1.3426  -0.045
C: 0.2077 -1.9655 -0.6740  -0.163
C: 1.1696 -2.8677 -1.4321  -0.453
C: 2.5456 -2.1937 -1.6382  -1.130
C: 3.6603 -2.7703 -0.7463  -0.273
C: 4.3473 -1.7731 0.1657  0.570
O: 5.0053 -2.1476 1.1009  -0.684
O: 4.2236 -0.4539 -0.1398  -0.488
C: 0.7484 -1.2822 0.5896  -2.563
C: -0.4841 -1.1585 1.5746  2.114
C: -0.0933 -1.1195 3.0554  -1.755
C: 0.9429 -0.0458 3.3891  0.085
F: 1.6606 -0.5060 4.4974  -0.444
P: -1.0324 0.6333 1.1554  -0.164
C: -2.2357 0.6872 -0.2510  -1.303
C: -2.1163 1.3094 2.5119  -0.288
C: -2.0323 2.8511 2.3503  -1.423
H: -3.2600 -1.1073 4.1186  0.312
H: -4.9754 -1.1570 3.5615  0.416
H: -4.1126 -2.6253 3.9317  0.392
H: -4.4149 -2.0640 1.4782  0.605
H: -3.1888 -0.8379 1.6571  -1.132
H: -2.1590 -3.1241 2.9625  0.529
H: 0.5197 -5.1993 3.8800  0.433
H: -0.9718 -4.2748 3.9055  0.282
H: -1.0098 -6.0255 3.4519  0.453
H: -0.4646 -6.1554 0.4356  0.227
H: 0.6159 -6.7303 1.7105  0.504
H: 1.1938 -5.5684 0.5183  0.188
H: -0.9161 -3.6404 -0.4879  0.808
H: -2.7539 -3.5318 -1.7810  0.213
H: -0.0935 -1.1825 -1.3740  0.501
H: 1.3288 -3.7438 -0.7950  -0.149
H: 0.7377 -3.2399 -2.3629  0.424
H: 2.4670 -1.1147 -1.5190  0.630
H: 2.8214 -2.3561 -2.6796  0.471
H: 3.3297 -3.5745 -0.0922  0.299
H: 4.4472 -3.1792 -1.3855  0.144
H: 4.0423 0.0298 0.6780  0.366
H: 0.9742 -0.2736 0.2333  1.167
H: 1.6913 -1.6150 1.0184  0.362
H: -0.9971 -0.9671 3.6489  0.054
H: 0.3365 -2.0699 3.3746  0.657
H: 0.5109 0.9071 3.6895  0.207
H: 1.6619 0.1088 2.5855  0.162
H: -1.6899 0.5298 -1.1802  0.411
H: -3.0860 0.0150 -0.1557  0.299
H: -2.6114 1.7128 -0.2398  0.326
H: -1.7161 1.0660 3.4935  0.559
H: -3.1618 1.0265 2.3919  0.417
H: -1.0406 3.1541 2.0330  0.346
H: -2.7300 3.1588 1.5652  0.394
H: -2.3421 3.3603 3.2589  0.415
C: 0.7689 5.0976 3.9084  -0.854
O: 0.4128 3.7126 3.8979  -0.409
H: 1.1141 5.3549 2.9094  0.329
H: -0.0941 5.7166 4.1614  0.322
H: 1.5691 5.2870 4.6249  0.343
H: 0.1108 3.4913 4.7834  0.246
C: 7.2128 -4.3397 -2.8486  -0.611
O: 5.9702 -4.8839 -3.3093  -0.525
H: 7.2378 -3.2860 -3.1140  0.222
H: 7.2945 -4.4382 -1.7633  0.278
H: 8.0527 -4.8508 -3.3222  0.338
H: 5.9597 -5.8149 -3.0702  0.297
C: 1.3812 8.6484 4.7701  -0.514
O: 0.9265 7.8300 5.8473  -0.486
H: 1.2149 8.1060 3.8425  0.178
H: 0.8234 9.5871 4.7423  0.289
H: 2.4480 8.8597 4.8743  0.264
H: 1.0835 8.3179 6.6602  0.284
C: -3.8408 4.4061 -2.0539  -0.579
O: -4.1913 3.5383 -0.9689  -0.443
H: -2.7557 4.4400 -2.1142  0.290
H: -4.2380 4.0178 -2.9955  0.269
H: -4.2195 5.4129 -1.8891  0.236
H: -5.1504 3.5132 -0.9185  0.229
C: 9.4019 -5.1517 -6.6373  -0.541
O: 9.0171 -5.9477 -5.5202  -0.494
H: 10.4857 -5.1880 -6.7058  0.220
H: 8.9758 -5.5424 -7.5645  0.260
H: 9.0902 -4.1120 -6.5071  0.259
H: 8.0576 -5.9183 -5.4619  0.293
C: -4.7274 7.1105 -4.4467  -0.470
O: -4.4123 7.4223 -3.0872  -0.507
H: -4.4861 6.0635 -4.6125  0.229
H: -5.7927 7.2632 -4.6390  0.244
H: -4.1463 7.7208 -5.1366  0.231
H: -4.6277 8.3478 -2.9457  0.273
C: -5.7093 8.5747 -7.9981  -0.519
O: -4.5451 7.8564 -7.5994  -0.471
H: -6.2948 8.7711 -7.1031  0.201
H: -5.4450 9.5275 -8.4627  0.275
H: -6.3146 7.9895 -8.6944  0.265
H: -4.0245 7.6809 -8.3878  0.275
C: -6.6861 -5.1203 -0.5465  -0.458
O: -7.8361 -5.7050 -1.1328  -0.540
H: -6.6976 -4.0594 -0.7884  0.216
H: -6.6983 -5.2336 0.5419  0.259
H: -5.7694 -5.5653 -0.9500  0.226
H: -7.8384 -6.6433 -0.9252  0.291
C: 6.8267 0.8444 1.8948  -0.447
O: 7.3638 -0.4611 2.0070  -0.528
H: 7.6339 1.5510 2.0720  0.273
H: 6.4208 1.0233 0.8936  0.158
H: 6.0433 1.0178 2.6420  0.206
H: 6.6500 -1.0911 1.8546  0.391

Cartesian forces, eV/Å:
C 0.204 -0.750 -0.174
C -0.651 -0.074 0.374
C -0.811 1.001 -0.393
I 0.316 -0.128 0.104
C 2.003 -0.270 2.558
N -1.655 -1.236 -1.618
C 0.332 -0.069 0.520
C -0.301 0.697 -0.450
C 0.833 0.170 0.174
N 0.482 -0.729 -0.400
S -0.358 0.569 -0.323
C 0.309 0.779 -0.718
C 0.090 -0.551 0.920
C -0.323 -0.421 -0.499
C 0.133 0.884 -0.390
C 0.487 -0.393 0.312
O -0.230 0.162 0.166
O -0.908 -0.305 -0.192
C -0.620 1.070 -0.298
C 0.304 -0.069 -1.254
C -0.057 0.123 -0.132
C -0.001 -0.293 0.537
F 0.003 0.035 -0.048
P -0.447 0.408 0.418
C 0.406 -0.122 0.464
C 0.256 0.647 -0.518
C -0.671 -0.380 -0.707
H -0.107 0.206 -0.014
H 0.129 0.298 0.039
H -0.094 0.068 0.070
H 0.142 0.038 -0.264
H 0.220 -0.147 -0.041
H 0.158 -0.140 -0.117
H -0.036 -0.194 0.045
H -0.028 -0.222 0.216
H 0.042 -0.032 0.125
H -0.142 0.090 0.085
H -0.085 0.005 0.013
H -0.069 0.046 -0.013
H -0.165 -0.080 0.387
H 0.267 -0.019 0.313
H -0.122 0.051 0.140
H -0.055 -0.072 -0.111
H -0.068 0.272 -0.081
H 0.047 0.004 0.055
H 0.069 0.088 0.014
H -0.034 -0.036 -0.025
H 0.035 -0.126 0.103
H 0.644 0.163 0.054
H 0.227 0.024 0.248
H -0.300 -0.859 0.062
H 0.061 0.017 0.105
H 0.095 -0.041 -0.198
H 0.004 0.100 -0.243
H -0.050 0.055 -0.060
H -0.212 0.006 -0.139
H -0.035 0.063 -0.110
H -0.003 0.016 -0.158
H -0.176 -0.332 0.010
H 0.032 -0.257 0.383
H 0.093 0.181 0.327
H 0.038 0.057 0.025
H 0.205 0.033 0.070
C -0.061 -0.147 0.109
O 0.155 -0.027 0.086
H -0.009 -0.056 -0.021
H 0.065 0.090 0.001
H -0.007 0.116 -0.021
H 0.037 0.013 0.017
C -0.067 -0.295 0.058
O -0.004 0.142 0.021
H -0.061 -0.004 -0.042
H 0.080 0.087 0.003
H 0.096 0.119 0.043
H -0.027 -0.009 -0.024
C -0.018 -0.002 0.360
O 0.033 0.009 -0.170
H -0.029 -0.032 0.018
H 0.050 0.026 -0.138
H 0.003 0.051 -0.131
H -0.041 -0.069 0.052
C -0.214 -0.087 0.121
O 0.137 -0.111 -0.021
H 0.009 -0.030 0.043
H 0.070 0.039 -0.045
H 0.066 0.045 -0.070
H -0.001 0.022 0.054
C -0.127 -0.052 0.090
O -0.029 0.061 -0.014
H 0.008 -0.017 0.022
H 0.046 0.037 -0.039
H 0.044 0.021 -0.051
H -0.004 -0.039 -0.007
C -0.002 0.266 0.186
O -0.052 -0.068 -0.083
H 0.017 -0.009 0.032
H 0.005 -0.068 -0.095
H -0.021 -0.067 -0.083
H 0.041 0.004 0.047
C 0.156 -0.073 -0.078
O -0.087 0.033 -0.027
H 0.015 -0.010 0.022
H -0.067 0.026 0.010
H -0.059 0.041 0.013
H 0.038 -0.017 0.028
C -0.176 -0.261 -0.023
O 0.081 0.110 -0.019
H -0.011 0.010 -0.006
H 0.093 0.066 0.009
H 0.056 0.065 0.046
H -0.058 -0.003 -0.016
C -0.036 -0.265 0.017
O 0.013 0.093 0.002
H 0.001 0.010 0.006
H 0.004 0.094 -0.004
H 0.000 0.087 -0.013
H -0.009 -0.042 -0.019

Max |F|: 3.26 eV/Å
Energy: -86635.90363 eV
Total charge: +1
Spin multiplicity: 1